(P)
The following is a DFT calculation (ωB97M-V/def2-TZVPD) of C4H9NO2 in the gas phase.

```
16
Properties=species:S:1:pos:R:3:mulliken_charge:R:1
C 0.417 -0.199 -1.985 -1.4145
C 0.550 0.066 -0.521 0.3070
O 1.787 -0.028 0.002 -0.4828
N -0.705 1.312 -0.162 -0.8516
C -0.555 0.073 0.446 1.4301
C -0.267 -0.072 1.927 -1.4973
O -1.467 -1.060 -0.058 -0.5944
H 1.048 0.489 -2.569 0.4458
H -0.633 -0.053 -2.259 0.3205
H 0.728 -1.224 -2.188 0.3432
H 2.456 0.180 -0.666 0.3493
H -0.657 2.064 0.525 0.2324
H 0.610 0.511 2.218 0.3642
H -1.117 0.307 2.497 0.3928
H -0.071 -1.108 2.168 0.3623
H -2.125 -1.259 0.626 0.2928
```

frontier orbital gap	9.486	eV
SMILES	C[C@@]1(O)N[C@@]1(C)O



(Q)
The following is a DFT calculation (ωB97M-V/def2-TZVPD) of C4H9NO2 in the gas phase.

```
16
Properties=species:S:1:pos:R:3:mulliken_charge:R:1
C -2.215 -0.041 -0.321 -1.3879
C -0.746 0.116 -0.712 0.4807
O -0.318 1.448 -0.475 -0.5588
C 0.168 -0.790 0.123 -0.5273
C 1.677 -0.361 0.098 0.1068
N 2.132 0.385 1.171 -0.3584
O 2.452 -0.740 -0.760 -0.5913
H -2.360 0.123 0.753 0.3568
H -2.581 -1.047 -0.565 0.3459
H -2.835 0.679 -0.863 0.3490
H -0.654 -0.120 -1.786 0.2077
H 0.652 1.372 -0.525 0.4127
H -0.168 -0.742 1.163 0.3269
H 0.083 -1.827 -0.228 0.3474
H 3.136 0.471 1.265 0.2339
H 1.577 1.071 1.661 0.2560
```

frontier orbital gap	10.894	eV
SMILES	C[C@@H](O)CC(N)=O



Energy comparison, zero being the most stable, in hartree: (P) 0.0876; (Q) 0.0000.



(P)
The following is a DFT calculation (ωB97M-V/def2-TZVPD) of C4H9NO2 in the gas phase.

```
16
Properties=species:S:1:pos:R:3:mulliken_charge:R:1
C 1.076 1.529 0.152 -1.1136
C -0.215 0.758 0.678 0.4941
O -1.332 1.803 0.626 -0.5995
C -0.768 -0.262 -0.286 -1.1494
C 0.373 -1.149 -0.781 0.6439
N 0.322 -2.358 -0.126 -0.4617
O 1.171 -0.934 -1.655 -0.6107
H 0.788 2.589 0.095 0.3776
H 2.034 1.285 0.729 0.2445
H 1.141 1.185 -0.828 0.3332
H -0.180 0.321 1.698 0.2172
H -2.202 1.404 0.923 0.3010
H -1.518 -0.897 0.072 0.5620
H -1.172 0.221 -1.179 0.2380
H 0.980 -3.021 -0.642 0.2998
H -0.501 -2.474 0.524 0.2236
```

frontier orbital gap	10.322	eV
SMILES	C[C@@H](O)CC(N)=O



(Q)
The following is a DFT calculation (ωB97M-V/def2-TZVPD) of C4H9NO2 in the gas phase.

```
16
Properties=species:S:1:pos:R:3:mulliken_charge:R:1
N -0.960 1.058 -2.365 -0.4316
C 0.183 0.979 -1.616 0.4012
O 1.036 1.844 -1.715 -0.6057
C 0.352 -0.201 -0.670 -0.5032
C 0.447 0.273 0.796 -0.5272
C 0.317 -0.867 1.803 -0.5068
O -1.039 -1.272 1.905 -0.5264
H -1.033 1.936 -2.863 0.2452
H -1.808 0.558 -2.138 0.2216
H -0.435 -0.956 -0.740 0.3294
H 1.264 -0.741 -0.952 0.3020
H 1.394 0.778 0.965 0.2887
H -0.329 1.027 0.984 0.3525
H 0.940 -1.698 1.448 0.3150
H 0.735 -0.596 2.791 0.3347
H -1.063 -2.124 2.367 0.3107
```

frontier orbital gap	10.573	eV
SMILES	NC(=O)CCCO



(R)
The following is a DFT calculation (ωB97M-V/def2-TZVPD) of C4H9NO2 in the gas phase.

```
16
Properties=species:S:1:pos:R:3:mulliken_charge:R:1
C 1.625 -0.814 0.400 -1.6615
C 0.437 0.115 0.176 0.4182
C 0.267 0.469 -1.312 -0.6182
O -0.380 1.691 -1.532 -0.5632
N -0.756 -0.529 0.738 -0.1170
C -1.952 0.076 0.879 0.0429
O -2.227 1.200 0.482 -0.6287
H 1.727 -1.083 1.457 0.4242
H 2.551 -0.326 0.085 0.4059
H 1.515 -1.737 -0.185 0.3859
H 0.594 1.059 0.714 0.2748
H 1.262 0.558 -1.764 0.3254
H -0.242 -0.378 -1.807 0.2792
H -1.151 1.721 -0.937 0.4231
H -0.663 -1.466 1.102 0.2509
H -2.694 -0.550 1.404 0.3581
```

frontier orbital gap	10.638	eV
SMILES	C[C@@H](CO)NC=O



(S)
The following is a DFT calculation (ωB97M-V/def2-TZVPD) of C4H9NO2 in the gas phase.

```
16
Properties=species:S:1:pos:R:3:mulliken_charge:R:1
C -1.533 -0.319 -0.358 -1.4643
C -0.063 -0.582 -0.615 0.5450
C 0.478 -1.699 0.245 -1.4366
N 0.734 0.641 -0.481 -0.2060
C 0.626 1.525 0.502 0.6096
O 0.056 1.323 1.562 -0.6118
O 1.206 2.723 0.281 -0.4952
H -2.143 -1.033 -0.917 0.3982
H -1.751 -0.369 0.707 0.3096
H -1.926 0.646 -0.683 0.3773
H 0.016 -0.920 -1.651 0.3455
H 0.228 -2.714 -0.065 0.3790
H 1.563 -1.645 0.349 0.3717
H 0.105 -1.646 1.273 0.3024
H 1.283 0.914 -1.283 0.2404
H 1.122 3.155 1.133 0.3351
```

frontier orbital gap	10.774	eV
SMILES	CC(C)NC(=O)O



Energy comparison, zero being the most stable, in hartree: (P) 0.0578; (Q) 0.0170; (R) 0.0211; (S) 0.0000.



(P)
The following is a DFT calculation (ωB97M-V/def2-TZVPD) of C4H9NO2 in the gas phase.

```
16
Properties=species:S:1:pos:R:3:mulliken_charge:R:1
C 2.171 -0.370 -1.225 -0.9386
N 0.975 -0.028 -0.493 -0.3830
C 0.971 0.835 0.428 0.1299
O -0.091 1.141 1.176 -0.3244
C -1.433 0.783 0.758 -0.5473
C -1.845 -0.680 0.617 -0.3485
O -1.294 -1.364 -0.464 -0.6013
H 2.368 -1.439 -1.083 0.2909
H 1.995 -0.215 -2.294 0.2834
H 3.061 0.197 -0.921 0.3530
H 1.849 1.423 0.726 0.3547
H -2.055 1.224 1.543 0.2896
H -1.632 1.290 -0.192 0.3603
H -1.721 -1.219 1.574 0.2430
H -2.930 -0.594 0.447 0.3020
H -0.390 -0.985 -0.595 0.5365
```

frontier orbital gap	10.650	eV
SMILES	C/N=C/OCCO



(Q)
The following is a DFT calculation (ωB97M-V/def2-TZVPD) of C4H9NO2 in the gas phase.

```
16
Properties=species:S:1:pos:R:3:mulliken_charge:R:1
C -0.638 -1.924 -0.519 -1.3815
C 0.182 -0.694 -0.110 0.3710
C 1.269 -0.325 -1.096 -0.0715
O 2.432 -0.409 -0.820 -0.4660
N -0.712 0.408 0.189 -0.2441
C -0.356 1.399 1.152 -0.4793
O -0.176 2.758 0.736 -0.5137
H -1.205 -2.234 0.359 0.3362
H -1.391 -1.647 -1.259 0.3246
H 0.089 -2.647 -0.874 0.3967
H 0.635 -0.996 0.833 0.2730
H 0.815 0.199 -1.967 0.2923
H -1.191 0.843 -0.592 0.2521
H -1.074 1.474 1.982 0.3013
H 0.573 0.995 1.572 0.3083
H 0.747 2.800 0.414 0.3006
```

frontier orbital gap	9.929	eV
SMILES	C[C@@H](C=O)NCO



Energy comparison, zero being the most stable, in hartree: (P) 0.0000; (Q) 0.0088.



(P)
The following is a DFT calculation (ωB97M-V/def2-TZVPD) of a molecular structure, C6H6O.

```
13
Properties=species:S:1:pos:R:3:mulliken_charge:R:1
C 2.666 0.654 0.204 0.0525
C 1.504 0.370 0.062 -1.1691
C 0.125 0.019 -0.119 0.7909
C -0.998 1.026 -0.285 -0.6626
C -1.057 0.043 0.827 -0.0425
O -1.546 -1.210 0.380 -0.4170
C -0.405 -1.364 -0.489 -0.3892
H 3.696 0.907 0.337 0.4322
H -1.688 0.941 -1.123 0.1953
H -0.721 2.040 -0.007 0.3172
H -1.127 0.280 1.883 0.3539
H 0.244 -2.173 -0.139 0.3057
H -0.692 -1.534 -1.533 0.2328
```

frontier orbital gap	10.300	eV



(Q)
The following is a DFT calculation (ωB97M-V/def2-TZVPD) of C6H6O in the gas phase.

```
13
Properties=species:S:1:pos:R:3:mulliken_charge:R:1
C 2.068 -1.108 -0.257 -0.1111
C 1.353 -0.181 0.027 -0.3171
C 0.485 0.954 0.401 -0.5670
C -1.045 0.750 0.104 0.3158
O -1.806 0.851 1.294 -0.5582
C -1.205 -0.539 -0.608 -0.5629
C -0.945 -1.480 -1.317 -0.1827
H 2.922 -1.737 -0.345 0.4216
H 0.594 1.112 1.481 0.2701
H 0.861 1.852 -0.104 0.2681
H -1.345 1.543 -0.584 0.2789
H -1.728 -0.004 1.733 0.3702
H -0.208 -2.014 -1.824 0.3742
```

frontier orbital gap	10.720	eV
SMILES	C#CC[C@H](O)C#C



(R)
The following is a DFT calculation (ωB97M-V/def2-TZVPD) of C6H6O in the gas phase.

```
13
Properties=species:S:1:pos:R:3:mulliken_charge:R:1
C -1.327 -1.931 0.060 0.0115
C -0.687 -1.051 0.585 -0.8171
C -0.051 0.061 -0.209 0.7572
C -0.850 1.276 -0.100 -0.8632
C -1.537 2.260 -0.043 0.1913
C 1.418 0.202 0.153 -0.7370
O 2.059 -1.050 0.127 -0.4866
H -1.820 -2.533 -0.658 0.3653
H -0.097 -0.276 -1.255 0.1481
H -2.130 3.143 0.017 0.4376
H 1.487 0.688 1.133 0.3219
H 1.897 0.818 -0.610 0.3435
H 1.638 -1.607 0.799 0.3276
```

frontier orbital gap	10.110	eV
SMILES	C#CC(C#C)CO



Energy comparison, zero being the most stable, in hartree: (P) 0.0000; (Q) 0.0279; (R) 0.0495.